Record 1
Formula: C35H23Cl5MnN2O5PS
Source: the Open Molecules 2025 dataset
Level of theory: ωB97M-V/def2-TZVPD

```
73
C35H23Cl5MnN2O5PS ωB97M-V/def2-TZVPD
Mn 0.405 0.190 -0.019
Cl -0.265 3.945 6.100
C -0.416 3.136 4.590
C 0.679 2.484 4.030
Cl 2.197 2.481 4.838
C 0.547 1.832 2.813
Cl 1.890 0.991 2.104
C -0.666 1.806 2.116
O -0.812 1.223 0.950
C -1.755 2.474 2.693
Cl -3.240 2.453 1.818
C -1.636 3.127 3.911
Cl -2.997 3.929 4.585
O -1.063 -2.993 1.892
C -0.656 -2.389 0.931
O 0.155 -1.352 1.019
C -1.034 -2.773 -0.488
P -1.436 -1.232 -1.372
C -3.073 -0.737 -0.763
C -3.602 0.458 -1.260
C -4.792 0.963 -0.766
C -5.458 0.289 0.251
C -4.934 -0.888 0.759
C -3.747 -1.407 0.254
C -1.659 -1.740 -3.102
C -2.866 -1.675 -3.787
C -2.925 -2.042 -5.126
C -1.782 -2.475 -5.781
C -0.573 -2.542 -5.100
C -0.506 -2.168 -3.769
H -1.830 -3.514 -0.510
H -0.141 -3.188 -0.967
H -3.075 0.990 -2.046
H -5.198 1.883 -1.167
H -6.382 0.688 0.650
H -5.445 -1.407 1.559
H -3.344 -2.318 0.675
H -3.762 -1.350 -3.273
H -3.867 -1.994 -5.656
H -1.833 -2.763 -6.823
H 0.320 -2.882 -5.610
H 0.443 -2.208 -3.243
O 3.102 -2.490 -1.735
S 3.086 -1.380 -0.817
O 2.967 -1.629 0.588
N 1.901 -0.336 -1.215
C 1.840 0.191 -2.509
C 2.597 -0.152 -3.607
C 2.438 0.530 -4.831
C 1.538 1.547 -4.981
C 0.745 1.928 -3.876
C -0.235 2.947 -3.919
C -0.971 3.239 -2.805
C -0.740 2.516 -1.623
N 0.160 1.564 -1.558
C 0.910 1.252 -2.657
C 4.577 -0.455 -1.085
C 4.609 0.908 -0.820
C 5.800 1.597 -0.981
C 6.942 0.924 -1.397
C 6.898 -0.438 -1.656
C 5.708 -1.136 -1.504
H 3.305 -0.966 -3.544
H 3.048 0.226 -5.671
H 1.416 2.057 -5.927
H -0.392 3.488 -4.845
H -1.731 4.008 -2.814
H -1.311 2.697 -0.719
H 3.712 1.418 -0.494
H 5.837 2.660 -0.781
H 7.871 1.466 -1.521
H 7.789 -0.959 -1.980
H 5.646 -2.196 -1.713
```

Output
relative energy (zero: lowest compared OMol25 entry of this formula, charge and spin)	0.0	kJ/mol
multiplicity	5
HOMO level (alpha / beta)	-0.3031 / -0.3126	Eh
LUMO energy (alpha / beta)	-1.1022 / -1.0056	eV
HOMO-LUMO gap (alpha / beta)	7.1 / 7.5	eV


Record 2
Formula: C9H17F2N4
Source: the Open Molecules 2025 dataset
Level of theory: ωB97M-V/def2-TZVPD

```
32
C9H17F2N4 ωB97M-V/def2-TZVPD
C 0.002 0.436 -2.960
C 0.144 -0.155 -1.785
C -0.009 2.350 0.239
C 0.298 0.901 0.403
C -0.927 -0.007 -4.027
C 0.095 3.172 1.484
C -1.537 -1.643 1.720
C 1.108 0.222 -0.681
C -0.332 -0.835 2.045
N -0.326 2.715 -0.921
N -0.128 0.271 1.404
N 0.367 -1.117 3.129
N 1.272 -2.800 0.747
F -0.592 -1.240 -1.418
F 2.075 1.059 -1.145
H 0.619 1.299 -3.156
H -0.366 -0.237 -4.931
H -1.609 0.807 -4.268
H -1.499 -0.879 -3.727
H 1.127 3.183 1.835
H -0.524 2.741 2.269
H -0.220 4.194 1.293
H -1.469 -2.629 2.169
H -1.654 -1.739 0.644
H -2.427 -1.144 2.107
H 1.591 -0.679 -0.277
H -0.540 3.702 -1.034
H 0.126 -1.913 3.697
H 1.195 -0.596 3.372
H 0.765 -3.018 -0.106
H 2.259 -2.835 0.508
H 1.116 -3.584 1.372
```

Output
relative energy (zero: lowest compared OMol25 entry of this formula, charge and spin)	99.2	kJ/mol
net charge	+1
HOMO level	-0.4464	Eh
LUMO energy	-3.7650	eV
HOMO-LUMO gap	8.4	eV


Which of these has the highest relative energy (zero: lowest compared OMol25 entry of this formula, charge and spin)?
C9H17F2N4


Which value of relative energy (zero: lowest compared OMol25 entry of this formula, charge and spin) does entry 1 give?
0.0 kJ/mol


Copy entry 1 word for word.
Formula: C35H23Cl5MnN2O5PS
Source: the Open Molecules 2025 dataset
Level of theory: ωB97M-V/def2-TZVPD

```
73
C35H23Cl5MnN2O5PS ωB97M-V/def2-TZVPD
Mn 0.405 0.190 -0.019
Cl -0.265 3.945 6.100
C -0.416 3.136 4.590
C 0.679 2.484 4.030
Cl 2.197 2.481 4.838
C 0.547 1.832 2.813
Cl 1.890 0.991 2.104
C -0.666 1.806 2.116
O -0.812 1.223 0.950
C -1.755 2.474 2.693
Cl -3.240 2.453 1.818
C -1.636 3.127 3.911
Cl -2.997 3.929 4.585
O -1.063 -2.993 1.892
C -0.656 -2.389 0.931
O 0.155 -1.352 1.019
C -1.034 -2.773 -0.488
P -1.436 -1.232 -1.372
C -3.073 -0.737 -0.763
C -3.602 0.458 -1.260
C -4.792 0.963 -0.766
C -5.458 0.289 0.251
C -4.934 -0.888 0.759
C -3.747 -1.407 0.254
C -1.659 -1.740 -3.102
C -2.866 -1.675 -3.787
C -2.925 -2.042 -5.126
C -1.782 -2.475 -5.781
C -0.573 -2.542 -5.100
C -0.506 -2.168 -3.769
H -1.830 -3.514 -0.510
H -0.141 -3.188 -0.967
H -3.075 0.990 -2.046
H -5.198 1.883 -1.167
H -6.382 0.688 0.650
H -5.445 -1.407 1.559
H -3.344 -2.318 0.675
H -3.762 -1.350 -3.273
H -3.867 -1.994 -5.656
H -1.833 -2.763 -6.823
H 0.320 -2.882 -5.610
H 0.443 -2.208 -3.243
O 3.102 -2.490 -1.735
S 3.086 -1.380 -0.817
O 2.967 -1.629 0.588
N 1.901 -0.336 -1.215
C 1.840 0.191 -2.509
C 2.597 -0.152 -3.607
C 2.438 0.530 -4.831
C 1.538 1.547 -4.981
C 0.745 1.928 -3.876
C -0.235 2.947 -3.919
C -0.971 3.239 -2.805
C -0.740 2.516 -1.623
N 0.160 1.564 -1.558
C 0.910 1.252 -2.657
C 4.577 -0.455 -1.085
C 4.609 0.908 -0.820
C 5.800 1.597 -0.981
C 6.942 0.924 -1.397
C 6.898 -0.438 -1.656
C 5.708 -1.136 -1.504
H 3.305 -0.966 -3.544
H 3.048 0.226 -5.671
H 1.416 2.057 -5.927
H -0.392 3.488 -4.845
H -1.731 4.008 -2.814
H -1.311 2.697 -0.719
H 3.712 1.418 -0.494
H 5.837 2.660 -0.781
H 7.871 1.466 -1.521
H 7.789 -0.959 -1.980
H 5.646 -2.196 -1.713
```

Output
relative energy (zero: lowest compared OMol25 entry of this formula, charge and spin)	0.0	kJ/mol
multiplicity	5
HOMO level (alpha / beta)	-0.3031 / -0.3126	Eh
LUMO energy (alpha / beta)	-1.1022 / -1.0056	eV
HOMO-LUMO gap (alpha / beta)	7.1 / 7.5	eV